#i
18
Properties=species:S:1:pos:R:3 method="wB97M-V/def2-TZVPD" multiplicity=2 orbital_gap_ev="2.6 / 7.8" total_charge=-2
O -1.80506 -2.47476 1.06902
C -0.66281 -2.46610 0.57116
O 0.41002 -2.84053 1.08742
C -0.57566 -1.84277 -0.94303
C -0.80924 -0.33989 -0.77454
C 0.24545 0.24984 0.21284
C 0.89861 2.58090 0.64350
N 0.82134 1.50089 -0.33130
H -1.34622 -2.47938 -1.42280
H 0.37506 -2.07151 -1.41934
H -1.85676 -0.19844 -0.39664
H -0.73626 0.19892 -1.71519
H 1.06740 -0.45142 0.37873
H -0.22629 0.40190 1.18244
H 0.03366 2.53425 1.32264
H 1.72876 2.59372 1.37818
H 0.92881 3.57190 0.21517
H 1.50920 1.53249 -1.05826

***

#ii
18
Properties=species:S:1:pos:R:3 method="wB97M-V/def2-TZVPD" multiplicity=2 orbital_gap_ev="2.7 / 7.9" total_charge=-2
C 1.59734 0.81317 -0.49723
C 0.25773 0.37688 0.06731
C -0.17473 -0.90771 -0.71175
C 0.10721 -2.09713 0.24369
N -0.74048 1.44520 -0.05865
C -1.66668 1.60541 1.04277
O -2.45129 2.56946 0.89942
O -1.63988 0.78157 1.99876
H 1.81117 1.77188 0.07500
H 1.48163 1.01413 -1.59975
H 2.48766 0.18734 -0.38592
H 0.36415 0.05889 1.11330
H 0.44229 -0.96286 -1.62970
H -1.20527 -1.00569 -1.04185
H 1.14373 -1.90542 0.60054
H 0.01792 -3.11442 -0.14086
H -0.66076 -2.02058 1.01501
H -1.17175 1.38990 -0.99008

***

The structure with the greatest stability is #ii.

***

#i
15
Properties=species:S:1:pos:R:3 method="wB97M-V/def2-TZVPD" smiles=CCCCO orbital_gap_ev=11.1
C 0.60054 -0.45539 -1.46867
C -0.51680 -0.83425 -0.50197
C -0.95064 0.27149 0.45921
C 0.16153 0.52035 1.47948
O 1.00434 1.59769 1.18061
H 0.69497 -1.20547 -2.25277
H 1.55752 -0.38583 -0.95224
H 0.39289 0.50098 -1.94617
H -0.32191 -1.77650 0.01146
H -1.44049 -1.07184 -1.12603
H -1.85890 -0.04830 0.97877
H -1.15259 1.19738 -0.08352
H -0.24558 0.71657 2.47206
H 0.71277 -0.49541 1.45498
H 1.36236 1.46854 0.29480

***

#ii
15
Properties=species:S:1:pos:R:3 method="wB97M-V/def2-TZVPD" smiles="C=CCCO.[H][H]" orbital_gap_ev=10.8
C 0.98575 -1.72830 0.91071
C 0.27496 -0.61599 1.07138
C 0.52340 0.67113 0.33733
C -0.74155 1.25303 -0.27769
O -0.42221 2.53807 -0.77493
H 1.80784 -1.77213 0.19873
H 0.78268 -2.63089 1.48096
H -0.54317 -0.60848 1.79427
H 1.27511 0.52354 -0.44712
H 0.92372 1.42397 1.02965
H -1.10538 0.59112 -1.07928
H -1.53270 1.30766 0.48892
H -1.21588 2.91217 -1.17446
H -0.43336 -2.07137 -2.11528
H -0.57921 -1.79353 -1.44318

***

#iii
15
Properties=species:S:1:pos:R:3 method="wB97M-V/def2-TZVPD" smiles="C=O.CCC" orbital_gap_ev=11.0
C 2.41108 -0.15355 2.19676
O 2.99481 0.69725 2.82314
H 2.99321 -0.92760 1.69991
H 1.32671 -0.13504 2.12017
C -1.70020 -0.93382 -0.88954
C -1.20714 0.50767 -1.17278
C 0.18220 0.65444 -0.51454
H -2.13460 -0.93541 0.11130
H -0.82992 -1.57598 -0.92784
H -2.48347 -1.28065 -1.56294
H -1.93151 1.28459 -0.94847
H -0.99693 0.69236 -2.23412
H 0.38110 1.66782 -0.11645
H 0.14463 0.36501 0.54808
H 0.85003 0.07290 -1.13267

***

The structure with the greatest stability is #i.

***

#i
15
Properties=species:S:1:pos:R:3 method="wB97M-V/def2-TZVPD" smiles=CCCCO orbital_gap_ev=11.3
C -2.19337 0.04802 -0.24325
C -0.79908 0.40018 0.29155
C 0.29958 -0.61037 -0.00284
C 1.63074 0.11130 0.04233
O 2.66968 -0.83343 -0.08101
H -2.26618 -0.90335 -0.78835
H -3.01362 0.09458 0.48314
H -2.32401 0.85303 -0.95398
H -0.50847 1.32678 -0.23350
H -0.82508 0.67249 1.35268
H 0.16134 -1.04020 -1.00428
H 0.30010 -1.44835 0.70444
H 1.65512 0.85260 -0.77661
H 1.69926 0.68220 0.98532
H 3.50185 -0.35281 -0.14197

***

#ii
15
Properties=species:S:1:pos:R:3 method="wB97M-V/def2-TZVPD" smiles="C=C(C)O.C" orbital_gap_ev=9.8
C -0.18210 0.89311 1.30552
C 0.29004 -0.30838 0.96730
C -0.36464 -1.61456 1.29681
O 1.42304 -0.50280 0.23463
H -1.10080 0.98695 1.87162
H 0.32542 1.81142 1.01780
H -1.40907 -1.46256 1.57743
H -0.32003 -2.27229 0.42318
H 0.15358 -2.11794 2.11952
H 1.74036 0.35694 -0.07291
C -0.11116 0.84026 -2.14897
H -0.52070 0.51226 -1.19303
H -0.87937 1.39968 -2.68428
H 0.74649 1.49754 -1.97320
H 0.20892 -0.01964 -2.74142

***

The structure with the greatest stability is #i.

***

#i
15
Properties=species:S:1:pos:R:3 method="wB97M-V/def2-TZVPD" smiles=CC[C@@H](C)O orbital_gap_ev=11.2
C -1.11597 1.30347 -0.97667
C 0.18533 0.57749 -0.64770
C -0.02536 -0.71340 0.14680
C 1.27782 -1.46328 0.37014
O -0.56508 -0.43309 1.43604
H -1.70765 1.46660 -0.06877
H -1.72508 0.72797 -1.68475
H -0.92529 2.28459 -1.42340
H 0.72558 0.34169 -1.57453
H 0.83801 1.22922 -0.05264
H -0.72047 -1.36379 -0.41034
H 1.73673 -1.74437 -0.58370
H 1.98119 -0.83248 0.92484
H 1.09645 -2.36873 0.95636
H -1.52604 -0.42659 1.37190

***

#ii
15
Properties=species:S:1:pos:R:3 method="wB97M-V/def2-TZVPD" smiles=CCCOC orbital_gap_ev=10.7
C 0.44156 2.34341 0.32518
C -0.43553 1.02670 0.41179
C 0.08134 -0.15973 -0.43422
O -0.77988 -1.23501 -0.03126
C -0.17955 -2.55480 -0.27579
H 1.52790 2.01091 0.47442
H 0.26393 3.05713 -0.62178
H -0.02008 2.93701 1.25937
H -0.43136 0.57610 1.48837
H -1.50658 1.24776 0.09686
H -0.11597 -0.13471 -1.58521
H 1.06051 -0.50727 -0.16929
H 0.27296 -2.63442 -1.40221
H -0.89091 -3.26914 0.00556
H 0.71165 -2.70394 0.45821

***

#iii
15
Properties=species:S:1:pos:R:3 method="wB97M-V/def2-TZVPD" smiles="C=CC.CO" orbital_gap_ev=10.7
C 4.19411 -1.64507 0.22755
C 4.86220 -0.49999 0.36370
C 4.15406 0.81545 0.05756
H 4.63299 -2.58494 0.55302
H 3.40297 -1.88206 -0.47757
H 5.51179 -0.50108 1.23835
H 3.99924 1.01761 -1.00029
H 3.17511 0.62922 0.50077
H 4.53218 1.70133 0.56213
C -6.26764 0.15077 -0.16305
O -6.53400 1.56987 -0.40683
H -6.01117 -0.28129 -1.12603
H -5.41955 0.26835 0.50652
H -7.10415 -0.34658 0.32343
H -7.12814 1.58841 -1.15928

***

The structure with the greatest stability is #i.

***

#i
15
Properties=species:S:1:pos:R:3 method="wB97M-V/def2-TZVPD" smiles="C=O.CCC" orbital_gap_ev=11.2
C 2.46729 -0.42754 0.37633
O 2.43621 0.09588 -0.69827
H 1.52827 -0.64836 0.92197
H 3.40502 -0.71889 0.87644
C -2.22357 0.12338 1.17646
C -1.37050 0.63034 0.03825
C -1.00127 -0.38821 -1.03245
H -2.36899 0.91622 1.91575
H -1.80642 -0.73138 1.70465
H -3.20308 -0.14968 0.79633
H -0.46295 1.12672 0.42847
H -1.91368 1.47733 -0.41419
H -0.61530 0.13918 -1.90492
H -0.29521 -1.12959 -0.64440
H -1.85803 -0.98295 -1.35446

***

#ii
15
Properties=species:S:1:pos:R:3 method="wB97M-V/def2-TZVPD" smiles=CCCOC orbital_gap_ev=10.9
C 1.63960 -0.33890 -1.59629
C 0.17927 -0.14313 -1.18963
C 0.03095 0.15481 0.29296
O -1.31568 0.46850 0.56286
C -1.65763 0.31287 1.91472
H 2.17881 -0.94704 -0.85924
H 1.71002 -0.85292 -2.55930
H 2.16767 0.61666 -1.68787
H -0.40336 -1.04040 -1.42842
H -0.27124 0.68267 -1.75249
H 0.69124 0.99254 0.58011
H 0.34635 -0.72082 0.88698
H -2.68972 0.65358 2.03157
H -1.59528 -0.74329 2.22272
H -1.01099 0.90486 2.58132

***

The structure with the greatest stability is #ii.

***

#i
15
Properties=species:S:1:pos:R:3 method="wB97M-V/def2-TZVPD" smiles="C=C(C)C.O" orbital_gap_ev=10.0
C -1.83886 -1.07160 -0.76259
C -0.77312 -0.28769 -0.51776
C -0.90423 0.97562 0.20021
C 0.59338 -0.86925 -0.84380
H -1.77173 -2.07056 -1.16349
H -2.81415 -0.66752 -0.50945
H -0.57507 0.87716 1.24489
H -1.94352 1.25198 0.37646
H -0.30568 1.76106 -0.26373
H 0.58481 -1.93252 -1.05643
H 1.24210 -0.56596 -0.02749
H 0.97735 -0.44690 -1.78010
O 2.33443 0.95932 2.04056
H 2.90256 1.70253 1.79254
H 2.29175 0.38433 1.27019

***

#ii
15
Properties=species:S:1:pos:R:3 method="wB97M-V/def2-TZVPD" smiles=CC(C)CO orbital_gap_ev=11.2
C 0.10952 1.62037 0.16962
C 0.17877 0.09452 0.27686
C 1.41386 -0.47036 -0.42610
C -1.10538 -0.62577 -0.16525
O -1.18331 -1.84365 0.56422
H 0.96794 2.07066 0.68410
H -0.79551 2.01029 0.65150
H 0.12522 1.97380 -0.86872
H 0.26901 -0.13931 1.34314
H 1.45359 -0.15333 -1.47711
H 2.33119 -0.12058 0.06172
H 1.40710 -1.56525 -0.39739
H -1.10144 -0.84031 -1.24980
H -1.97363 0.02035 0.03190
H -2.09693 -2.03144 0.80130

***

#iii
15
Properties=species:S:1:pos:R:3 method="wB97M-V/def2-TZVPD" smiles=COC(C)C orbital_gap_ev=11.0
C -1.39111 0.80333 1.26087
O -0.17702 0.97047 0.58081
C 0.31517 -0.25453 0.06401
C 1.78371 0.01685 -0.28732
C -0.37976 -0.71840 -1.23585
H -2.22744 0.11876 0.69863
H -1.83287 1.85268 1.41635
H -1.22331 0.26726 2.26661
H 0.29931 -1.00323 0.84078
H 2.43545 -0.74966 -0.76817
H 2.35817 0.12314 0.71181
H 1.81429 0.99189 -0.77065
H -1.40896 -1.19453 -1.08442
H -0.57982 0.25057 -1.87473
H 0.21419 -1.47460 -1.81873

***

The structure with the greatest stability is #ii.

***

#i
12
Properties=species:S:1:pos:R:3 method="wB97M-V/def2-TZVPD" orbital_gap_ev=9.0
C 1.53542 -0.64509 -1.12389
C 0.42838 -0.33660 -0.21970
C -0.40670 0.68430 0.25260
C -1.51476 0.43496 1.10665
H 1.70839 0.13738 -1.93438
H 1.28763 -1.83782 -1.55348
H 2.46557 -0.71088 -0.52459
H 0.35101 -1.12242 0.71438
H -2.28445 1.50972 0.67443
H -1.22427 0.69708 2.58272
H -2.02439 -0.98768 0.97084
Cl -0.32182 2.17704 -0.94557

***

#ii
12
Properties=species:S:1:pos:R:3 method="wB97M-V/def2-TZVPD" smiles=ClCC1CC1 orbital_gap_ev=10.9
Cl 0.93014 -1.27757 -0.74607
C 0.24605 -0.58082 0.94409
C -0.49428 0.60804 0.89902
C -0.13153 1.57577 -0.11159
C -1.62416 1.15540 -0.12083
H 1.06478 -0.51396 1.68108
H -0.33750 -1.48926 1.26373
H -0.66588 0.88970 1.78108
H -0.02559 2.77111 0.09729
H 0.39304 1.45210 -1.00673
H -1.75267 0.36166 -0.77728
H -2.46497 1.69701 -0.02011

***

The structure with the greatest stability is #ii.

***

#i
12
Properties=species:S:1:pos:R:3 method="wB97M-V/def2-TZVPD" smiles=CC1(Cl)CC1 orbital_gap_ev=10.0
C -0.07199 -1.22550 -0.68225
C -0.29948 0.34158 -0.57597
Cl -1.49889 0.69717 -1.64957
C -0.22627 0.45772 1.08666
C 0.89558 0.94705 0.17026
H -1.10085 -1.73045 -0.69440
H 0.24420 -1.46797 0.47382
H 0.73856 -1.42052 -1.46368
H -0.89623 1.31493 1.41534
H -0.22758 -0.47416 1.57198
H 1.82072 0.39078 0.04661
H 0.62222 2.16937 0.30120

***

#ii
12
Properties=species:S:1:pos:R:3 method="wB97M-V/def2-TZVPD" smiles="CC/C=C/Cl" orbital_gap_ev=10.3
C 0.83307 -1.25006 0.72933
C -0.46081 -0.70947 0.07015
C -0.07246 0.67006 -0.30356
C -0.71916 1.63341 -0.91148
Cl -0.03013 3.18619 -1.24085
H 1.06917 -0.73487 1.64017
H 1.67507 -1.14555 0.00449
H 0.89493 -2.26353 1.11247
H -0.82271 -1.36536 -0.75486
H -1.51187 -0.66659 0.61758
H 0.85045 1.01240 0.28832
H -1.70554 1.63338 -1.25177

***

The structure with the greatest stability is #ii.

***

#i
9
Properties=species:S:1:pos:R:3 method="wB97M-V/def2-TZVPD" smiles="N=[SiH2].O=NO" orbital_gap_ev=8.3
N 0.35029 0.87081 0.86444
Si -0.97529 -0.01725 1.11970
H 1.11106 0.94198 1.49003
H -1.95903 0.27998 0.14830
H -1.45427 -0.73576 2.37124
O 0.44584 -1.42549 -2.58995
N 0.29018 -0.67576 -1.65214
O 1.24811 0.15024 -1.35370
H 0.94310 0.61124 -0.39791

***

#ii
9
Properties=species:S:1:pos:R:3 method="wB97M-V/def2-TZVPD" smiles="N=[SiH2].O=NO" orbital_gap_ev=7.8
N 2.47191 -1.12012 0.23810
Si 1.55865 0.13069 -0.25096
H 1.83013 -1.87149 0.55011
H 0.76747 0.56891 -1.44855
H 1.46195 1.31243 0.54910
O -0.98650 -0.95482 0.17471
N -2.02500 -0.39464 0.26913
O -2.13982 0.93573 -0.16350
H -2.93878 1.39330 0.08186

***

The structure with the greatest stability is #i.

***

#i
14
Properties=species:S:1:pos:R:3 method="wB97M-V/def2-TZVPD" smiles=N[C@@H](C[O-])CO orbital_gap_ev=6.7 total_charge=-1
N -0.75907 -1.33962 -0.25454
C 0.20525 -0.24626 0.15462
C 1.16712 0.22925 -1.04438
O 1.90256 1.26500 -0.64799
C -0.66130 0.86655 0.72790
O -1.37798 0.47097 1.89555
H -0.12707 -1.96251 -0.78901
H -1.11314 -0.93287 -1.12911
H 0.89069 -0.52525 0.96482
H 1.71664 -0.73897 -1.14709
H 0.51945 0.24408 -1.97251
H 0.05391 1.65042 1.00373
H -1.34561 1.41646 0.06169
H -1.07144 -0.39725 2.17634

***

#ii
14
Properties=species:S:1:pos:R:3 method="wB97M-V/def2-TZVPD" smiles=[O-]CNCCO orbital_gap_ev=6.3 total_charge=-1
O 1.41919 -1.56437 0.28271
C 0.34469 -1.65715 -0.50331
N 0.03691 -0.42242 -1.40776
C 0.12719 0.78627 -0.52297
C -0.40211 0.68259 0.96789
O -0.46288 1.94816 1.57571
H -0.60649 -1.87237 0.02784
H 0.37328 -2.48812 -1.28165
H 0.94940 -0.42332 -1.79393
H 1.14387 1.03656 -0.47360
H -0.48218 1.57222 -0.95031
H -1.34416 0.18702 1.07722
H 0.31471 0.06650 1.58793
H -1.41143 2.14842 1.41423

***

#iii
14
Properties=species:S:1:pos:R:3 method="wB97M-V/def2-TZVPD" smiles=N[C@H](C[O-])CO orbital_gap_ev=6.8 total_charge=-1
N 0.47419 1.43435 0.01860
C -0.31044 0.14035 -0.29940
C -1.25860 -0.27888 0.83094
O -1.72668 -1.51322 0.71235
C 0.73992 -0.97240 -0.48607
O 1.68704 -0.56689 -1.50274
H 0.53873 1.29513 1.02951
H -0.18776 2.17648 -0.16504
H -0.84485 0.41750 -1.21065
H -1.98989 0.60393 0.89427
H -0.70418 -0.07749 1.80862
H 0.16547 -1.79294 -0.89731
H 1.30857 -1.09862 0.43579
H 2.10847 0.23272 -1.16886

***

The structure with the greatest stability is #iii.

***

#i
9
Properties=species:S:1:pos:R:3 method="wB97M-V/def2-TZVPD" smiles="CO[SH](=O)=O" orbital_gap_ev=12.1
C 1.24337 0.19261 0.04808
O 0.03771 0.78749 0.40579
S -1.24434 -0.01246 -0.08487
O -1.14212 -0.52190 -1.41464
O -2.36298 0.71295 0.38680
H 2.08124 0.97974 0.22094
H 1.22895 -0.14358 -0.99415
H 1.44262 -0.65979 0.68694
H -1.28445 -1.33505 0.74511

***

#ii
9
Properties=species:S:1:pos:R:3 method="wB97M-V/def2-TZVPD" orbital_gap_ev="8.0 / 8.0"
C 0.24812 -0.07907 -0.70355
O -0.88680 -1.66544 0.95604
O -1.58890 1.64846 0.44476
O -2.27020 0.63023 -0.20850
S -1.42303 -0.59790 -0.59067
H 0.63064 -0.85694 -1.22613
H 0.71089 -0.01510 0.30023
H 0.34282 0.80147 -1.19422
H -0.75792 -2.54765 0.58092

***

The structure with the greatest stability is #i.

***

#i
9
Properties=species:S:1:pos:R:3 method="wB97M-V/def2-TZVPD" smiles=OC(O)OS orbital_gap_ev=9.6
O 0.67463 -0.93962 1.19225
C 0.41835 -0.28003 -0.02201
O 0.55937 -1.21009 -1.07250
O -0.92946 0.34521 0.11905
S -1.16893 1.73227 -0.91131
H 0.16384 -1.75169 1.36152
H 1.07337 0.56465 -0.18273
H 0.15399 -2.11155 -0.84683
H -1.97228 2.46815 -0.10662

***

#ii
9
Properties=species:S:1:pos:R:3 method="wB97M-V/def2-TZVPD" smiles=OC(O)OS orbital_gap_ev=9.6
O -0.43830 -0.43676 1.66227
C -0.03968 0.12141 0.53362
O 1.33191 -0.16816 0.28109
O -0.88237 -0.43904 -0.55258
S -0.69913 0.25147 -2.09956
H -1.44922 -0.55165 1.46386
H -0.05246 1.26988 0.52995
H 1.41850 -1.02618 0.81839
H 0.64758 0.37453 -1.88515

***

The structure with the greatest stability is #ii.